62
Properties=species:S:1:pos:R:3:nbo_charge:R:1 method="wB97M-V/def2-TZVPD" e_homo_ev=-8.599 charge=0 lumo_ev=-0.60 e_above_lowest_kj_mol=234.84
Ir -0.482 -0.293 0.043 1.29
C 3.184 -4.080 4.344 -0.26
O 3.548 -4.382 3.003 -0.48
C 2.792 -3.877 2.015 0.40
C 3.217 -4.221 0.706 -0.31
C 2.500 -3.766 -0.351 -0.09
C 1.362 -2.927 -0.199 -0.38
C 0.583 -2.597 -1.337 0.61
C 0.787 -3.278 -2.656 -0.70
O -0.370 -1.758 -1.331 -0.60
C 0.961 -2.552 1.127 0.56
O -0.049 -1.792 1.415 -0.76
C 1.689 -3.080 2.216 -0.44
H 3.924 -4.569 4.970 0.21
H 2.191 -4.469 4.575 0.19
H 3.207 -3.004 4.522 0.19
H 4.091 -4.846 0.591 0.23
H 2.812 -4.043 -1.349 0.21
H 0.779 -4.362 -2.555 0.24
H 1.755 -2.982 -3.066 0.25
H 0.007 -2.958 -3.341 0.24
H 1.342 -2.810 3.202 0.24
C -3.103 1.611 -2.726 -0.67
C -1.944 1.069 -1.967 0.27
N -2.063 0.490 -0.818 -0.09
O -3.298 0.421 -0.223 -0.53
C -0.585 1.166 -2.403 0.03
C -0.134 1.713 -3.714 -0.66
N 0.270 0.716 -1.494 0.11
O 1.494 0.655 -1.659 -0.45
H -3.897 1.909 -2.046 0.26
H -3.497 0.842 -3.394 0.25
H -2.794 2.459 -3.332 0.24
H -3.104 0.622 0.709 0.50
H -0.372 2.773 -3.816 0.23
H -0.607 1.182 -4.543 0.22
H 0.944 1.596 -3.791 0.26
F -2.113 -0.468 3.536 -0.31
C -1.099 0.262 3.999 0.74
F -1.421 0.729 5.200 -0.30
F -0.025 -0.506 4.112 -0.30
S -0.846 1.693 2.848 2.29
O -1.059 1.096 1.503 -1.00
O -1.889 2.619 3.155 -0.89
N 0.611 2.043 3.135 -1.24
S 1.430 3.372 2.820 2.27
O 2.818 3.060 2.966 -0.93
O 0.874 4.532 3.433 -0.90
C 1.196 3.647 1.008 0.72
F -0.090 3.894 0.738 -0.32
F 1.578 2.587 0.299 -0.30
F 1.922 4.697 0.637 -0.31
C 3.285 0.228 3.116 -0.72
C 2.983 0.466 1.660 0.65
C 4.123 0.878 0.772 -0.74
O 1.857 0.382 1.217 -0.62
H 4.346 0.338 3.334 0.21
H 2.950 -0.773 3.389 0.22
H 2.712 0.944 3.705 0.27
H 4.395 1.902 1.043 0.25
H 3.812 0.847 -0.269 0.24
H 5.001 0.253 0.947 0.22

10
Properties=species:S:1:pos:R:3:nbo_charge:R:1 method="wB97M-V/def2-TZVPD" smiles="CONC=S" e_homo_ev=-8.765 charge=0 lumo_ev=0.33 e_above_lowest_kj_mol=371.38
C -1.438 0.284 0.498 -0.26
O -0.472 -0.616 0.129 -0.38
N 0.799 -0.237 0.243 -0.31
C 1.431 -0.126 -0.980 -0.09
S 3.061 -0.156 -1.176 -0.11
H -2.289 -0.337 0.660 0.20
H -1.848 1.187 -0.243 0.16
H -1.196 0.928 1.399 0.19
H 1.333 -0.715 1.135 0.40
H 0.619 -0.213 -1.667 0.20

15
Properties=species:S:1:pos:R:3:nbo_charge:R:1 method="wB97M-V/def2-TZVPD" smiles="C/C=C(/Cl)C(=O)NN" e_homo_ev=-8.911 charge=0 lumo_ev=0.53 e_above_lowest_kj_mol=298.77
C -2.162 0.103 -0.292 -0.68
C -1.209 1.156 -0.243 -0.18
C 0.062 1.125 0.319 -0.13
Cl 1.289 2.307 0.583 0.04
C 0.496 -0.216 0.985 0.62
O -0.269 -0.646 1.902 -0.62
N 1.452 -0.975 0.343 -0.48
N 2.296 -0.482 -0.728 -0.64
H -1.958 -0.632 0.554 0.27
H -2.172 -0.535 -1.332 0.22
H -3.262 0.541 -0.158 0.23
H -1.515 2.144 -0.650 0.21
H 1.859 -1.872 0.709 0.39
H 1.775 -1.189 -1.486 0.37
H 3.319 -0.830 -0.508 0.36

13
Properties=species:S:1:pos:R:3:nbo_charge:R:1 method="wB97M-V/def2-TZVPD" e_homo_ev="-8.401 / -8.301" charge=0 lumo_ev="-1.08 / -1.08" e_above_lowest_kj_mol=613.51
C 1.162 -0.807 -0.104 0.30
C 0.737 0.550 -0.527 -0.59
C -0.783 0.643 -0.167 -0.46
C -1.159 -0.798 0.159 -0.11
O 0.107 -1.502 0.213 -0.46
P 3.824 -1.836 3.182 0.07
H 1.337 1.272 -0.196 0.24
H 1.004 0.648 -1.536 0.25
H -0.974 1.200 0.803 0.22
H -1.201 1.131 -1.146 0.23
H -1.820 -0.851 1.023 0.20
H -1.636 -1.188 -0.639 0.18
H 3.020 -2.497 2.068 -0.07

50
Properties=species:S:1:pos:R:3:nbo_charge:R:1 method="wB97M-V/def2-TZVPD" e_homo_ev=-7.569 charge=0 lumo_ev=0.06 e_above_lowest_kj_mol=2069.45
C 7.193 0.426 0.258 -0.60
C 7.287 -1.093 0.383 -0.46
C 6.253 -1.687 -0.518 -0.02
H 6.298 -1.549 -1.571 0.24
H 6.178 -3.041 -0.521 0.19
O 4.720 -1.488 -0.055 -0.51
C 3.993 -0.737 -0.772 0.78
O 4.470 -0.216 -2.135 -0.77
C 2.700 -0.231 -0.489 -0.21
C 2.386 -0.681 0.877 -0.06
C 1.047 -0.072 1.373 -0.26
C 0.139 0.576 0.451 0.32
C 0.660 0.665 -0.845 -0.29
C 1.905 0.569 -1.157 -0.14
H 2.195 0.740 -2.315 0.27
H -0.110 1.366 -1.241 0.22
O -0.932 0.620 1.144 -0.45
C -1.781 1.688 0.568 0.12
C -1.299 3.180 0.249 0.20
N -2.510 3.699 -0.143 -0.34
N -3.528 2.785 -0.542 -0.37
C -3.188 1.699 0.149 0.15
C -3.911 0.531 -0.015 -0.29
C -3.538 -0.738 0.652 -0.13
C -4.239 -1.766 0.175 -0.26
C -5.395 -1.882 -0.222 0.16
C -5.920 -0.895 -0.763 -0.22
C -5.133 0.610 -0.729 0.46
O -5.764 1.525 -1.138 -0.62
H -5.018 2.258 -1.043 0.52
H -6.882 -0.567 -1.294 0.23
O -6.348 -2.994 -0.465 -0.50
C -5.888 -4.166 0.218 -0.26
H -5.797 -4.276 1.259 0.18
H -6.764 -4.964 -0.017 0.19
H -4.957 -4.369 -0.234 0.17
H -3.828 -2.836 0.689 0.19
H -2.520 -0.806 1.242 0.25
H -2.612 4.662 -0.507 0.41
C -0.270 3.936 0.727 -0.64
H 0.583 3.776 -0.078 0.25
H 0.241 3.372 1.669 0.25
H -0.478 4.782 0.977 0.21
H 0.726 -0.696 2.368 0.22
H 2.910 -1.150 1.434 0.16
H 8.268 -1.565 0.129 0.24
H 7.001 -1.417 1.475 0.21
H 6.313 0.708 0.484 0.20
H 7.939 0.983 0.681 0.21
H 7.206 0.727 -0.822 0.22

71
Properties=species:S:1:pos:R:3:lowdin_charge:R:1 method="wB97M-V/def2-TZVPD" e_homo_ev=-8.571 charge=0 lumo_ev=-1.12 e_above_lowest_kj_mol=0.00
Rh 0.149 0.205 -0.767 1.27
C -0.777 -2.772 3.569 -0.02
C -0.528 -1.474 2.882 -0.26
C -0.405 -0.218 3.434 0.04
C -0.167 0.663 2.364 -0.19
N -0.165 -0.048 1.236 -0.02
N -0.379 -1.368 1.550 0.05
B -0.371 -2.536 0.478 -0.45
N 0.983 -2.460 -0.234 0.05
N 1.498 -1.227 -0.353 -0.02
C 2.765 -1.328 -0.776 -0.20
C 3.044 -2.688 -0.958 0.06
C 1.900 -3.371 -0.597 -0.24
C 1.629 -4.834 -0.547 0.00
C 3.681 -0.195 -0.902 -0.16
C 4.873 -0.344 -1.611 -0.02
C 5.753 0.715 -1.732 -0.08
C 5.459 1.938 -1.142 -0.08
C 4.288 2.087 -0.417 -0.06
C 3.408 1.025 -0.292 -0.04
N -1.500 -2.183 -0.518 0.05
N -1.617 -0.851 -0.685 0.00
C -2.786 -0.604 -1.298 -0.19
C -3.382 -1.837 -1.591 0.05
C -2.545 -2.809 -1.071 -0.25
C -2.698 -4.289 -1.021 0.00
C -3.372 0.731 -1.440 -0.18
C -4.445 0.935 -2.301 -0.02
C -5.016 2.192 -2.426 -0.08
C -4.528 3.256 -1.684 -0.08
C -3.475 3.055 -0.802 -0.06
C -2.907 1.801 -0.678 -0.04
C 0.033 2.119 2.450 -0.15
C 0.258 2.924 1.335 -0.04
C 0.439 4.292 1.481 -0.06
C 0.398 4.880 2.735 -0.08
C 0.173 4.086 3.851 -0.08
C -0.007 2.723 3.710 -0.03
H -0.862 -2.604 4.640 0.08
H 0.037 -3.475 3.395 0.09
H -1.700 -3.235 3.219 0.09
H -0.475 0.021 4.479 0.11
H -0.541 -3.592 0.999 0.11
H 3.976 -3.126 -1.265 0.12
H 2.552 -5.388 -0.703 0.08
H 0.924 -5.123 -1.328 0.09
H 1.206 -5.125 0.414 0.08
H 5.104 -1.285 -2.093 0.11
H 6.667 0.590 -2.297 0.10
H 6.143 2.770 -1.247 0.10
H 4.049 3.032 0.052 0.11
H 2.515 1.153 0.306 0.09
H -4.341 -2.002 -2.049 0.11
H -3.686 -4.576 -1.375 0.08
H -2.571 -4.662 -0.005 0.08
H -1.955 -4.777 -1.654 0.09
H -4.824 0.116 -2.899 0.11
H -5.840 2.340 -3.111 0.10
H -4.969 4.239 -1.789 0.10
H -3.092 3.875 -0.208 0.11
H -2.109 1.654 0.041 0.09
H 0.305 2.523 0.334 0.05
H 0.614 4.891 0.596 0.11
H 0.540 5.947 2.844 0.10
H 0.138 4.531 4.837 0.10
H -0.181 2.123 4.592 0.10
O -0.877 1.144 -2.579 -0.36
S 0.561 1.454 -2.889 0.33
O 1.181 0.070 -2.801 -0.35
O 1.054 2.111 -1.612 -0.41
O 0.801 2.198 -4.078 -0.26

61
Properties=species:S:1:pos:R:3:nbo_charge:R:1 method="wB97M-V/def2-TZVPD" e_homo_ev=-11.002 charge=+1 lumo_ev=-4.36 e_above_lowest_kj_mol=0.69
Os 0.671 1.137 2.777 0.77
C 2.029 2.282 3.993 -0.24
C 1.881 3.014 2.784 -0.26
C 0.510 3.368 2.675 -0.23
C -0.195 2.903 3.842 -0.22
C 0.738 2.247 4.661 -0.24
H 2.953 1.872 4.370 0.27
H 2.654 3.251 2.072 0.27
H 0.080 3.963 1.884 0.28
H -1.247 3.028 4.037 0.27
H 0.524 1.756 5.597 0.27
Br -2.284 -1.079 -4.498 0.08
C -1.275 -2.240 -3.398 -0.08
C -0.002 -2.617 -3.798 -0.23
C 0.714 -3.509 -3.017 -0.19
C 0.181 -3.971 -1.820 0.02
C -1.099 -3.594 -1.431 -0.16
C -1.834 -2.731 -2.229 -0.25
N 0.948 -4.967 -1.121 -0.08
N 1.164 -4.903 0.092 -0.10
C 0.766 -3.762 0.868 0.08
C -0.102 -3.929 1.913 -0.20
C -0.466 -2.856 2.754 -0.19
C 0.086 -1.623 2.544 0.27
O -0.173 -0.527 3.289 -0.62
C 1.019 -1.455 1.509 0.09
N 1.540 -0.197 1.414 -0.43
C 2.473 0.038 0.504 0.11
C 2.948 -0.967 -0.343 -0.21
C 2.414 -2.230 -0.275 -0.11
C 1.400 -2.505 0.662 -0.03
H 0.410 -2.247 -4.727 0.24
H 1.684 -3.866 -3.339 0.24
H -1.541 -4.000 -0.532 0.23
H -2.844 -2.458 -1.952 0.24
H -0.525 -4.911 2.086 0.24
H -1.168 -3.004 3.564 0.25
H 2.839 1.052 0.438 0.23
H 3.731 -0.729 -1.048 0.24
H 2.782 -3.014 -0.925 0.24
C -2.390 3.386 -0.433 -0.64
C -1.745 2.026 -0.646 0.25
C -2.705 1.075 -1.326 -0.63
O -1.437 1.500 0.690 -0.77
B -0.138 1.806 0.927 1.05
O 0.537 2.330 -0.134 -0.79
C -0.332 2.109 -1.301 0.25
C 0.107 0.794 -1.926 -0.64
C -0.143 3.253 -2.271 -0.63
H -3.263 3.267 0.207 0.23
H -2.714 3.819 -1.379 0.23
H -1.702 4.087 0.043 0.21
H -3.659 1.084 -0.801 0.23
H -2.321 0.057 -1.329 0.22
H -2.879 1.381 -2.359 0.23
H -0.031 -0.047 -1.241 0.21
H 1.163 0.860 -2.189 0.22
H -0.459 0.589 -2.835 0.23
H -0.309 4.218 -1.796 0.22
H -0.835 3.153 -3.109 0.23
H 0.872 3.234 -2.667 0.23

209
Properties=species:S:1:pos:R:3:lowdin_charge:R:1 method="wB97M-V/def2-TZVPD" e_homo_ev=-7.939 charge=0 lumo_ev=-0.30
Y 18.948 17.729 12.078 1.63
N 19.869 19.051 14.139 -0.37
S 20.618 20.424 14.189 0.49
O 21.714 20.327 13.285 -0.23
O 20.617 20.883 15.533 -0.22
F 19.495 21.196 13.452 -0.13
S 19.487 18.398 15.478 0.48
O 18.524 19.115 16.204 -0.20
O 20.667 17.808 16.081 -0.25
F 18.846 17.131 14.768 -0.21
N 17.912 15.401 12.476 -0.35
S 18.662 13.971 12.921 0.43
O 18.112 12.877 12.250 -0.21
O 18.947 13.867 14.281 -0.25
F 19.917 14.081 12.133 -0.09
S 16.401 15.682 13.101 0.59
O 16.318 15.415 14.450 -0.20
O 15.440 15.431 12.134 -0.18
F 16.728 17.440 13.113 -0.32
N 17.343 18.210 10.443 -0.40
S 16.487 19.574 10.568 0.59
O 15.179 19.279 11.041 -0.26
O 16.772 20.607 9.553 -0.27
F 17.250 20.064 11.967 -0.24
S 16.579 17.119 9.308 0.59
O 15.196 17.367 9.500 -0.25
O 17.297 15.892 9.422 -0.26
F 16.857 17.626 7.860 -0.13
N 26.438 20.089 10.865 0.00
C 25.712 19.923 12.014 -0.13
C 25.176 21.196 12.323 -0.11
C 25.644 22.082 11.343 -0.13
C 26.367 21.393 10.453 -0.15
H 27.048 19.371 10.507 0.14
H 25.535 18.999 12.662 0.12
H 24.510 21.433 13.136 0.08
H 25.413 23.125 11.346 0.09
H 26.982 21.706 9.628 0.11
N 15.515 21.563 16.972 0.01
C 15.591 21.475 15.598 -0.14
C 14.304 21.578 15.148 -0.12
C 13.452 21.852 16.316 -0.13
C 14.219 21.686 17.416 -0.15
H 16.315 21.609 17.601 0.09
H 16.515 21.444 14.994 0.13
H 13.993 21.518 14.141 0.08
H 12.374 22.177 16.331 0.11
H 14.018 21.720 18.509 0.13
N 10.887 18.103 13.698 0.00
C 11.191 17.224 12.736 -0.16
C 12.506 17.407 12.293 -0.07
C 12.916 18.583 12.970 -0.13
C 11.935 19.004 13.853 -0.12
H 9.979 18.214 14.070 0.13
H 10.403 16.560 12.356 0.11
H 13.039 16.796 11.548 0.10
H 13.834 19.054 13.037 0.05
H 11.856 19.820 14.558 0.09
N 24.760 14.753 16.062 0.03
C 25.819 15.571 15.973 -0.16
C 26.720 15.104 15.026 -0.11
C 26.158 13.901 14.515 -0.12
C 24.937 13.713 15.138 -0.14
H 24.147 14.723 16.835 0.09
H 25.844 16.481 16.603 0.11
H 27.709 15.539 14.895 0.09
H 26.590 13.194 13.838 0.08
H 24.211 12.870 15.073 0.12
N 24.772 18.838 18.489 0.05
C 25.563 19.733 17.831 -0.15
C 25.099 19.970 16.586 -0.10
C 23.970 19.169 16.452 -0.13
C 23.781 18.461 17.575 -0.13
H 24.931 18.293 19.292 0.13
H 26.297 20.280 18.347 0.10
H 25.446 20.695 15.893 0.09
H 23.531 18.979 15.514 0.08
H 22.971 17.803 17.806 0.09
C 22.307 22.234 19.470 -0.01
C 21.426 21.387 18.623 -0.34
C 20.880 20.111 19.213 -0.03
O 19.413 20.153 19.018 0.08
C 19.156 21.377 18.543 -0.56
O 18.063 21.801 18.273 0.11
O 20.235 22.113 18.248 0.08
H 21.726 22.574 20.361 0.12
H 22.708 23.072 18.906 0.07
H 23.144 21.562 19.755 0.10
H 21.965 21.147 17.716 0.13
H 21.179 20.043 20.259 0.14
H 21.199 19.210 18.667 0.12
C 20.997 9.801 17.001 -0.03
C 20.454 10.246 15.659 -0.29
C 20.254 11.772 15.449 -0.06
O 20.590 11.900 14.040 -0.01
C 21.254 10.768 13.645 -0.55
O 21.634 10.644 12.527 0.16
O 21.464 9.913 14.673 0.09
H 21.837 10.401 17.313 0.08
H 21.327 8.761 16.887 0.09
H 20.209 9.948 17.766 0.10
H 19.606 9.621 15.527 0.14
H 20.911 12.375 16.076 0.12
H 19.251 12.200 15.527 0.12
C 14.894 18.253 16.139 0.00
C 14.475 17.163 17.107 -0.26
C 13.404 16.260 16.646 -0.08
O 13.761 14.985 17.256 0.06
C 15.082 14.998 17.601 -0.55
O 15.764 14.096 18.046 0.12
O 15.619 16.199 17.329 0.05
H 13.969 18.741 15.811 0.07
H 15.292 17.764 15.246 0.07
H 15.475 19.048 16.579 0.06
H 14.166 17.586 18.078 0.16
H 13.407 16.225 15.556 0.14
H 12.430 16.471 17.036 0.13
C 18.553 24.287 15.625 0.02
C 18.415 25.524 16.524 -0.30
C 17.635 25.273 17.796 -0.07
O 18.627 25.006 18.808 0.09
C 19.810 25.373 18.341 -0.56
O 20.857 25.375 18.961 0.11
O 19.698 25.810 17.058 0.06
H 19.282 24.657 14.859 0.10
H 17.625 24.139 15.078 0.07
H 18.844 23.441 16.266 0.09
H 18.155 26.416 15.985 0.15
H 16.920 24.454 17.908 0.13
H 17.125 26.166 18.089 0.12
C 18.326 16.897 19.256 0.00
C 19.162 15.643 19.018 -0.22
C 18.992 14.858 17.655 -0.04
O 20.358 14.487 17.430 0.06
C 21.208 15.161 18.171 -0.60
O 22.400 15.137 18.032 0.12
O 20.592 15.999 19.019 0.07
H 18.361 17.591 18.475 0.04
H 18.697 17.503 20.087 0.09
H 17.286 16.597 19.465 0.09
H 19.099 14.904 19.818 0.15
H 18.608 15.458 16.831 0.12
H 18.301 14.045 17.780 0.11
C 12.811 25.330 13.763 0.01
C 13.260 25.797 15.214 -0.30
C 14.678 25.398 15.546 -0.12
O 15.242 26.581 16.016 0.06
C 14.424 27.632 15.914 -0.58
O 14.626 28.727 16.240 0.20
O 13.293 27.193 15.297 0.08
H 13.445 25.659 12.926 0.08
H 11.771 25.587 13.586 0.08
H 12.893 24.283 13.830 0.05
H 12.468 25.433 15.901 0.16
H 15.216 25.129 14.598 0.13
H 14.658 24.587 16.251 0.12
C 22.673 24.618 16.322 -0.01
C 22.617 25.049 14.877 -0.27
C 23.839 25.780 14.304 -0.05
O 23.811 25.351 12.919 0.05
C 22.974 24.313 12.716 -0.63
O 22.699 23.872 11.690 0.18
O 22.333 24.026 13.858 0.08
H 22.627 25.473 16.981 0.09
H 23.543 24.057 16.583 0.08
H 21.808 24.027 16.552 0.07
H 21.799 25.742 14.712 0.14
H 24.782 25.437 14.740 0.14
H 23.701 26.842 14.272 0.13
C 17.617 25.042 10.503 -0.02
C 16.998 25.959 11.502 -0.50
O 16.267 25.568 12.368 0.07
C 17.369 27.433 11.336 -0.02
H 17.514 24.051 10.915 0.07
H 18.692 25.173 10.365 0.08
H 17.175 25.099 9.503 0.10
H 18.457 27.513 11.442 0.08
H 16.921 28.029 12.097 0.06
H 17.036 27.850 10.348 0.10
C 23.420 16.398 12.528 0.02
C 21.976 16.111 13.006 -0.39
O 21.053 16.695 12.435 -0.08
C 21.815 15.270 14.210 0.00
H 23.986 16.710 13.395 0.08
H 23.429 17.145 11.690 0.08
H 23.811 15.417 12.191 0.10
H 22.340 14.294 14.028 0.11
H 20.794 15.160 14.553 0.06
H 22.286 15.883 15.002 0.10
C 21.813 16.269 9.031 0.02
C 20.428 15.884 9.416 -0.44
O 19.744 16.745 10.010 -0.09
C 19.924 14.556 9.154 -0.01
H 22.291 15.549 8.340 0.10
H 22.422 16.187 9.970 0.09
H 21.832 17.281 8.685 0.07
H 20.664 13.741 9.425 0.14
H 19.688 14.506 8.082 0.12
H 18.989 14.375 9.671 0.07
C 20.464 21.730 10.588 0.02
C 20.858 20.310 10.724 -0.39
O 20.180 19.409 11.205 -0.11
C 22.245 19.921 10.130 0.03
H 20.653 22.122 9.577 0.12
H 21.153 22.323 11.166 0.07
H 19.449 21.865 10.858 0.07
H 22.136 19.648 9.071 0.09
H 22.718 19.112 10.717 0.07
H 22.896 20.795 10.299 0.09

How do the records compare in E_tot? In the order shown, they have -3115.5289, -607.2654, -801.4492, -572.9616, -1298.4513, -2323.1651, -4085.7618, -8589.6468 a.u..